Density functional theory data (ωB97M-V/def2-TZVPD) for the ion C4H8N3 with charge +1 at a distorted geometry.

Its frontier orbital gap is 10.5284 eV. The calculation puts the energy above the lowest of the compared OMol25 structures with the same formula, charge and spin at 116.9 kcal/mol. The SMILES is C[N@@+]1(N)C=CC=N1. The net charge is +1. The HOMO energy comes out at -15.4 eV.

Each atom is followed by the atoms it is bonded to, with distances in Å.
CARTESIAN COORDINATES (ANGSTROEM)
1 C -1.94 0.54 0.06  C2 1.299, C3 1.494, H8 1.113
2 C -0.73 1.00 0.21  C1 1.299, N7 1.451, H9 1.134
3 C -1.85 -0.94 -0.04  C1 1.494, N5 1.290, H10 1.090
4 C 1.03 -0.04 -0.98  N7 1.490, H11 1.063, H12 1.110, H13 1.086
5 N -0.62 -1.33 0.07  C3 1.290, N7 1.413
6 N 1.12 -0.16 1.29  N7 1.457, H14 1.053, H15 1.006
7 N 0.15 -0.15 0.21  C2 1.451, C4 1.490, N5 1.413, N6 1.457
8 H -2.91 1.09 0.08  C1 1.113
9 H -0.28 2.02 0.42  C2 1.134
10 H -2.68 -1.45 -0.52  C3 1.090
11 H 2.04 0.10 -0.68  C4 1.063
12 H 0.82 -0.87 -1.68  C4 1.110
13 H 0.75 0.89 -1.48  C4 1.086
14 H 0.82 0.04 2.28  N6 1.053
15 H 1.57 -1.06 1.31  N6 1.006

In elementary charge units, the Mulliken charges are: -0.4012 -0.2933 -0.0515 -0.7213 -0.7965 -0.7043 1.0968 0.4087 0.4727 0.4088 0.3527 0.3224 0.3302 0.2872 0.2885